--- i ---
A 9-piece molecular cluster, C34H51N8O14 overall. Source: the OMol25 dataset; level of theory: ωB97M-V/def2-TZVPD.

ORCA input file:
```
! RIJCOSX wB97M-V def2-TZVPD def2/J DEFGRID3
* xyz -1 1
C -0.10406 0.47674 -0.73755
O 0.90219 0.60267 -0.00582
O -0.20856 1.52579 -1.54568
O -0.93984 -0.41569 -0.75024
H 0.43265 2.27884 -1.36674
C -4.07161 -4.09299 -1.78836
C -5.60780 -3.97349 -1.70767
C -6.25772 -2.91805 -0.64206
C -5.37475 -1.58820 -0.29638
C -3.95024 -1.65008 -0.69605
C -3.35185 -3.01448 -1.21559
N -6.06359 -0.44720 0.23290
O -7.38545 -0.42348 0.27725
O -5.35290 0.49563 0.44641
H -3.56064 -4.98188 -2.27172
H -6.30483 -4.59241 -2.16266
H -7.32130 -2.90932 -0.34852
H -3.28174 -0.80209 -0.36667
H -2.28458 -3.02705 -1.53425
C -1.88524 -2.09144 2.52184
C -2.21982 -3.12417 3.77442
C -1.08210 -3.63187 4.64446
C 0.39593 -3.17934 4.29169
C 0.58638 -2.22368 3.18229
C -0.58882 -1.64147 2.41385
N 1.43971 -3.68299 5.17962
O 1.19850 -4.91190 5.71432
O 2.45368 -2.96324 5.34500
H -2.63684 -1.65279 1.96654
H -3.33182 -3.35593 3.92388
H -1.44336 -4.28695 5.52402
H 1.66906 -1.68789 2.98496
H -0.42777 -0.78103 1.87367
C 4.95608 1.49422 -2.50126
C 6.39739 1.13611 -1.87127
C 6.62283 0.24491 -0.69255
C 5.35056 -0.19480 -0.07201
C 3.90017 0.16609 -0.68755
C 3.79660 0.97093 -1.99891
N 5.31668 -1.02186 1.13595
O 6.50309 -1.51100 1.41697
O 4.30334 -1.15652 1.78280
H 5.07116 1.96788 -3.39056
H 7.42007 1.67974 -2.13428
H 7.74133 0.23320 -0.36366
H 2.86514 -0.14640 -0.47530
H 2.86756 1.15843 -2.37430
C 2.04794 2.04965 5.51249
O 2.55031 1.81250 6.58537
N 2.32958 1.39424 4.39488
C 1.73779 1.76073 3.20856
C 3.18777 0.26090 4.62071
H 1.25168 2.64444 5.70990
H 0.97198 1.05617 2.78935
H 2.43697 1.49018 2.23724
H 1.06442 2.76658 3.30836
H 2.98604 -0.45939 3.83249
H 2.91576 -0.26105 5.27730
H 4.19026 0.44459 4.61468
C -0.59259 5.65263 -0.48204
O -1.41472 6.30364 -1.16855
N 0.27320 4.95184 -1.10543
C 1.42177 4.25675 -0.37647
C 0.36660 4.71073 -2.45719
H -0.65376 5.77665 0.68048
H 0.89665 3.67881 0.51386
H 2.12096 4.75105 0.17190
H 1.88143 3.71970 -1.24072
H 1.29708 5.26678 -2.89679
H -0.43284 4.98216 -2.92710
H 0.38855 3.71543 -2.83033
C -2.34578 2.49708 1.04216
O -1.86146 2.18943 2.15252
N -3.12492 3.57399 0.84342
C -3.69994 3.81658 -0.46364
C -3.53704 4.50249 1.97340
H -2.22205 1.87691 0.25973
H -4.40893 3.01564 -0.91782
H -2.84027 4.06470 -1.13133
H -4.09094 4.84672 -0.45512
H -3.26974 5.48282 1.54535
H -3.04466 4.46451 2.77322
H -4.66409 4.23283 2.18785
C -0.70004 -1.79329 -6.38059
O -0.80512 -1.86296 -7.66651
N -0.42107 -0.58992 -5.71902
C -0.47952 -0.68437 -4.28685
C -0.19357 0.70114 -6.44419
H -1.02934 -2.69167 -5.74402
H 0.45295 -0.29430 -3.97447
H -0.49134 -1.69202 -3.89687
H -1.21359 0.09375 -3.82252
H 0.01434 1.67072 -5.92604
H -0.95719 0.82103 -7.14975
H 0.75153 0.80827 -6.92665
C 1.89332 -5.23487 -0.68269
O 3.08549 -5.28460 -1.28139
N 1.14311 -4.16896 -0.50270
C -0.05838 -4.19186 0.27292
C 1.62138 -2.79359 -0.87782
H 1.46684 -6.23706 -0.48584
H 0.26658 -4.36347 1.25731
H -0.68767 -5.12938 0.18121
H -0.64265 -3.28442 0.37712
H 1.58672 -2.51464 -1.83785
H 2.78341 -2.96173 -0.73137
H 1.34797 -1.96074 -0.16934
*
```

Summary:
Lowest unoccupied orbital energy, eV: 0.39
E_HOMO, eV: -6.6

---

--- ii ---
A 9-piece molecular cluster, C34H51N8O14 overall. Source: the OMol25 dataset; level of theory: ωB97M-V/def2-TZVPD.

ORCA input file:
```
! RIJCOSX wB97M-V def2-TZVPD def2/J DEFGRID3
* xyz -1 1
C -0.40700 -0.82772 -0.40188
O -0.19428 -2.05890 -0.22006
O -1.73459 -0.54404 -0.77995
O 0.46422 0.08023 -0.33539
H -2.46576 -1.21585 -0.64627
C 1.00321 -0.19065 4.48836
C 0.33826 0.54315 5.66563
C -1.11911 1.23528 5.43166
C -1.90299 0.94013 4.22304
C -1.11893 0.23829 3.09128
C 0.32698 -0.28220 3.29640
N -3.39024 1.30778 4.08104
O -3.97944 1.84131 5.01766
O -4.01783 0.88681 3.14976
H 2.02467 -0.72247 4.71864
H 0.82979 0.55530 6.59039
H -1.71273 1.80716 6.17833
H -1.41578 -0.00732 2.20799
H 0.82349 -0.84053 2.49536
C 4.17683 1.11973 -0.72210
C 3.85751 1.11612 0.70599
C 5.01169 0.93286 1.71748
C 6.51909 0.81623 1.12989
C 6.70534 1.04673 -0.37557
C 5.51373 1.17606 -1.25595
N 7.71150 0.53263 1.93244
O 7.44530 0.11918 3.07949
O 8.75211 1.08275 1.64861
H 3.43740 1.07683 -1.53806
H 2.82145 1.06066 1.14161
H 4.89444 0.66940 2.87402
H 7.79233 1.16522 -0.58686
H 5.46998 1.31523 -2.34835
C -1.04126 3.16418 1.79083
C 0.41037 2.85657 2.27294
C 0.87904 3.57312 3.62360
C -0.10319 4.58489 4.28321
C -1.30362 5.00040 3.45172
C -1.72519 4.19426 2.27645
N 0.21627 5.24716 5.48977
O -0.48198 6.11579 5.84939
O 1.34500 5.10306 5.84998
H -1.33413 2.59864 0.91929
H 0.80164 2.05096 1.86516
H 1.66037 3.30166 4.09124
H -1.79674 5.77112 3.78353
H -2.65351 4.43688 2.00603
C -4.39057 -2.08389 -1.80143
O -4.02460 -3.01515 -2.53628
N -4.26039 -2.08201 -0.42883
C -4.59565 -0.93089 0.29962
C -3.50758 -3.21196 0.18163
H -4.94775 -1.38926 -2.29387
H -4.02126 -0.75398 1.30579
H -5.80680 -0.94711 0.47242
H -4.30289 -0.03474 -0.25014
H -2.57236 -2.87239 0.63324
H -3.41204 -4.09110 -0.24218
H -4.04225 -3.44998 1.01105
C 1.73448 4.71672 -2.82349
O 2.70122 3.97482 -2.89000
N 0.60814 4.35303 -2.27105
C -0.70079 5.14155 -2.26506
C 0.64443 3.03243 -1.52294
H 1.60591 5.87359 -3.24352
H -1.62699 4.45345 -2.25341
H -0.88144 5.77604 -3.03686
H -0.69852 5.72831 -1.43256
H 1.07703 2.36715 -2.21500
H -0.37090 2.69633 -1.37593
H 1.37557 3.06559 -0.72856
C -3.03660 1.93980 -2.72487
O -3.82179 2.64073 -2.07739
N -3.22934 1.26105 -3.86812
C -2.40428 0.19825 -4.41910
C -4.49510 1.56359 -4.66444
H -2.17539 1.65145 -2.42650
H -1.45942 0.71526 -4.93749
H -2.97412 -0.69057 -4.61650
H -1.75866 -0.17000 -3.70700
H -5.26025 0.72390 -4.67834
H -4.25661 1.82938 -5.81877
H -5.15567 2.20655 -4.22071
C 3.42544 -4.47000 -2.74614
O 2.51541 -5.15535 -2.54564
N 3.58711 -3.19400 -2.26537
C 4.61833 -2.25806 -2.75396
C 2.57763 -2.66101 -1.35164
H 4.41329 -4.61568 -3.35100
H 4.73816 -1.27913 -2.25462
H 4.62086 -2.05158 -3.86025
H 5.40143 -2.86047 -2.46885
H 1.80683 -3.39974 -1.11523
H 1.88580 -1.80559 -1.92574
H 2.85214 -2.26305 -0.49210
C -0.94489 -7.58582 -1.73435
O -1.49691 -8.74597 -1.62802
N -1.14384 -6.58626 -0.83854
C -0.59204 -5.38089 -0.86633
C -2.04610 -6.88510 0.40562
H -0.31584 -7.24269 -2.62092
H 0.48691 -5.11725 -1.03249
H -0.73776 -4.95906 0.02792
H -1.17461 -4.74116 -1.76379
H -3.10145 -6.90412 -0.06741
H -2.13779 -6.11849 1.02867
H -2.12857 -7.87953 0.87900
*
```

Summary:
Lowest unoccupied orbital energy, eV: 0.71
E_HOMO, eV: -6.0

---

In kcal/mol, relative to the most stable structure: i 49.4; ii 0.0.

---

--- i ---
An isolated ion of composition C4H7N2 and charge +1. Source: the OMol25 dataset; level of theory: ωB97M-V/def2-TZVPD.

ORCA input file:
```
! RIJCOSX wB97M-V def2-TZVPD def2/J DEFGRID3
* xyz 1 1
C -2.64346 1.64158 -0.62192
C -1.68634 0.84324 -0.34680
N -0.69861 0.14379 0.02106
C 0.58399 0.09571 -0.42711
C 1.66118 -0.61466 0.01721
N 1.86608 -1.50412 0.99242
H -3.58050 1.39640 -1.22609
H -2.57761 2.69788 -0.44033
H -0.91898 -0.20545 1.00671
H 0.69138 0.91498 -1.24168
H 2.58963 -0.48751 -0.62934
H 2.67266 -2.20045 0.89710
H 1.17911 -1.64383 1.71609
*
```

Summary:
Lowest unoccupied orbital energy, eV: -4.52
E_HOMO, eV: -12.8
Structure (SMILES): C=C=[NH+]/C=C\N

---

--- ii ---
An isolated ion of composition C4H7N2 and charge +1. Source: the OMol25 dataset; level of theory: ωB97M-V/def2-TZVPD.

ORCA input file:
```
! RIJCOSX wB97M-V def2-TZVPD def2/J DEFGRID3
* xyz 1 1
C -0.24117 1.17955 -1.51056
C -0.08460 0.28578 -0.32615
C -0.70264 0.35713 0.87858
N -0.21232 -0.67813 1.64244
C 0.65251 -1.37923 0.93618
N 0.76824 -0.79281 -0.24896
H -0.35827 2.21377 -1.21753
H -1.10899 0.86649 -2.07900
H 0.62928 1.09483 -2.16891
H -1.34131 1.17461 1.16615
H -0.56254 -0.90557 2.56830
H 1.26918 -2.16411 1.34181
H 1.29264 -1.25230 -0.98237
*
```

Summary:
Lowest unoccupied orbital energy, eV: -3.31
E_HOMO, eV: -14.4
Structure (SMILES): Cc1c[nH]c[nH+]1

---

--- iii ---
C4H7N2 as an isolated structure. Source: the OMol25 dataset; level of theory: ωB97M-V/def2-TZVPD.

ORCA input file:
```
! RIJCOSX wB97M-V def2-TZVPD def2/J DEFGRID3
* xyz 1 1
C 1.44431 -0.75125 0.37580
C -1.09991 0.65401 0.28812
C -1.21140 -0.88124 0.10088
C 0.24468 0.59207 -0.33998
N 0.25429 -0.85749 -0.25293
N 1.62462 0.58207 0.24245
H 2.08696 -1.65933 0.58685
H -1.87249 1.33541 -0.24117
H -1.16549 1.02577 1.23234
H -1.42179 -1.43977 0.92167
H -1.72053 -1.26976 -0.71567
H 0.56291 1.55066 -1.99185
H 2.27383 1.11884 -0.20653
*
```

Summary:
Lowest unoccupied orbital energy (spin up / spin down), eV: -5.76 / -5.76
E_HOMO (spin up / spin down), eV: -15.0 / -15.0

---

--- iv ---
An isolated ion of composition C4H7N2 and charge +1. Source: the OMol25 dataset; level of theory: ωB97M-V/def2-TZVPD.

ORCA input file:
```
! RIJCOSX wB97M-V def2-TZVPD def2/J DEFGRID3
* xyz 1 1
C 3.25898 -1.50359 0.80092
C 2.14377 -0.94735 0.36659
C 0.84144 -0.66902 0.15237
N 0.06126 0.34432 -0.39027
N -1.17862 0.26963 -0.45619
C -1.85508 1.49154 -0.82943
H 3.65602 -1.20589 1.81087
H 3.66058 -2.50665 0.55644
H 0.34712 -1.65759 0.48665
H -1.79635 -0.45736 -0.09227
H -2.05900 1.48512 -1.91320
H -2.89087 1.64755 -0.30718
H -1.12911 2.30609 -0.65577
*
```

Summary:
Lowest unoccupied orbital energy, eV: -6.17
E_HOMO, eV: -14.5
Structure (SMILES): C=C=C/N=[NH+]/C

---

In kcal/mol, relative to the most stable structure: i 84.0; ii 0.0; iii 174.4; iv 121.7.